Entry 1:
DFT (ωB97M-V/def2-TZVPD) results for a 2-piece molecular cluster, C21H36BrN3O5P overall.

ORCA input file:
```
! RIJCOSX wB97M-V def2-TZVPD def2/J DEFGRID3
* xyz 0 2
C 7.96 -3.84 -1.85
C 7.63 -2.75 -3.04
O 6.81 -1.61 -2.61
P 5.18 -2.07 -2.21
O 4.91 -3.53 -2.85
C 3.83 -0.93 -3.03
C 2.42 -1.09 -2.14
C 1.68 -2.54 -2.33
C 2.00 -3.62 -1.10
N 2.44 -4.13 0.03
C 0.02 -2.44 -2.38
C -0.40 -1.73 -3.83
N -1.00 -1.46 -4.97
C -0.62 -1.55 -1.16
C -1.61 -2.36 -0.14
O -1.79 -1.81 1.10
Br -2.61 -4.05 -0.52
O 4.85 -2.23 -0.51
C 5.53 -1.20 0.29
C 5.53 0.30 -0.36
H 8.96 -4.45 -2.06
H 8.01 -3.24 -0.83
H 7.10 -4.67 -1.84
H 8.68 -2.29 -3.36
H 7.22 -3.28 -4.03
H 3.65 -1.33 -4.12
H 4.21 0.20 -3.03
H 2.66 -0.88 -1.00
H 1.71 -0.22 -2.49
H 2.02 -3.00 -3.36
H -0.35 -3.57 -2.34
H 0.19 -1.00 -0.48
H -1.27 -0.68 -1.64
H 6.60 -1.60 0.60
H 4.92 -1.12 1.31
H 6.41 0.50 -1.13
H 4.50 0.64 -0.82
H 5.73 1.06 0.55
C -2.85 3.61 2.89
C -4.15 3.77 2.06
C -5.36 3.96 3.01
C -5.79 2.67 3.70
C -6.06 1.58 2.68
C -4.86 1.32 1.72
N -4.30 2.60 1.13
O -5.17 2.99 0.10
C -3.75 0.56 2.48
C -5.33 0.30 0.63
C -3.92 5.12 1.31
H -2.72 4.47 3.57
H -2.82 2.73 3.53
H -1.96 3.58 2.24
H -6.22 4.35 2.44
H -5.14 4.71 3.77
H -5.03 2.35 4.42
H -6.70 2.86 4.28
H -6.32 0.65 3.20
H -6.95 1.85 2.10
H -2.80 0.58 1.93
H -4.01 -0.50 2.61
H -3.58 0.92 3.49
H -6.20 0.65 0.07
H -5.62 -0.65 1.08
H -4.52 0.10 -0.09
H -3.10 5.04 0.59
H -3.66 5.92 2.01
H -4.81 5.46 0.77
*
```

LUMO (alpha / beta), eV: -0.6069 / -0.6069
Highest occupied orbital energy (alpha / beta), eV: -9.1 / -9.6

Atomic partial charges in e from the Löwdin method, atoms 1 to 6: number 1, C, carries -0.1107; number 2, C, carries -0.2908; number 3, O, carries -0.3104; number 4, P, carries 0.7884; number 5, O, carries -0.3909; number 6, C, carries -0.2051

Entry 2:
DFT (ωB97M-V/def2-TZVPD) results for a 6-piece molecular cluster, C11H18F2N3O14 overall.

ORCA input file:
```
! RIJCOSX wB97M-V def2-TZVPD def2/J DEFGRID3
* xyz 0 2
C -16.01 -23.38 5.45
C -16.55 -24.82 5.84
O -16.17 -25.80 5.19
O -17.44 -24.97 6.68
H -15.80 -23.22 4.40
H -15.15 -23.20 6.10
H -16.77 -22.72 5.87
C -22.16 -20.43 4.71
C -21.74 -19.85 6.00
O -20.31 -19.93 5.87
C -19.99 -20.89 5.07
O -18.86 -21.34 5.02
O -21.09 -21.29 4.41
F -22.19 -20.48 7.09
H -22.33 -19.78 3.85
H -23.02 -21.10 4.82
H -22.05 -18.81 6.10
C -16.70 -20.94 2.37
C -17.74 -22.00 2.15
O -17.20 -22.63 1.10
C -16.47 -21.74 0.36
O -16.15 -21.82 -0.85
O -16.08 -20.75 1.11
F -18.86 -21.53 1.70
H -16.01 -21.42 3.06
H -17.18 -20.00 2.65
H -17.93 -22.60 3.04
C -20.75 -24.43 4.75
N -19.55 -25.03 4.08
O -19.17 -24.44 3.07
O -19.10 -26.09 4.53
H -21.45 -23.89 4.11
H -20.28 -23.81 5.51
H -21.19 -25.33 5.19
C -12.95 -25.66 3.86
N -12.04 -26.66 3.25
O -12.49 -27.40 2.36
O -10.91 -26.71 3.74
H -13.35 -26.08 4.78
H -13.67 -25.37 3.09
H -12.24 -24.90 4.20
C -13.32 -21.16 8.82
N -12.12 -20.52 8.28
O -11.37 -20.14 9.17
O -11.95 -20.33 7.05
H -13.76 -21.88 8.13
H -14.09 -20.40 8.94
H -12.92 -21.64 9.72
*
```

LUMO (alpha / beta), eV: -0.2678 / -3.5182
Highest occupied orbital energy (alpha / beta), eV: -10.9 / -10.9

Atomic partial charges in e from the Löwdin method, atoms 1 to 6: number 1, C, carries 0.0505; number 2, C, carries -0.6487; number 3, O, carries 0.2552; number 4, O, carries 0.1153; number 5, H, carries 0.0673; number 6, H, carries 0.0704